Record 1
Below is a 2-piece molecular cluster, C6H16S overall at a distorted geometry, with properties calculated with the ωB97M-V functional and the def2-TZVPD basis.

```
23
Properties=species:S:1:pos:R:3:lowdin_charge:R:1
C 1.574 -0.085 1.718 -0.22
C 0.287 0.622 1.885 -0.57
S -1.113 -0.518 1.472 0.74
C -0.832 -1.818 2.803 -0.40
H 2.331 0.580 1.030 0.13
H 1.513 -1.116 1.331 0.06
H 2.055 -0.162 2.690 0.06
H 0.097 1.177 2.783 0.06
H 0.394 1.421 1.137 0.05
H -0.090 -1.581 3.550 0.01
H -1.914 -1.964 3.180 0.03
H -0.574 -2.919 2.258 0.09
C -0.904 1.638 -1.833 -0.16
C -0.670 0.169 -2.112 -0.35
C 0.520 -0.150 -3.084 -0.12
H -0.077 2.104 -1.232 0.07
H -1.855 1.810 -1.165 0.09
H -1.195 2.090 -2.825 0.08
H -0.434 -0.277 -1.053 0.06
H -1.422 -0.298 -2.754 0.09
H 0.508 0.440 -3.943 0.03
H 1.493 0.007 -2.465 0.10
H 0.306 -1.173 -3.370 0.06
```

HOMO energy (eV): -8.47
ΔE to the lowest compared entry with this formula, charge and spin (eV): 2.307
Max |F| (eV/A): 4.4
SMILES: CCSC.CCC
Total charge: 0
E (Eh): -636.296973

---

Record 2
Below is an isolated ion of composition C5H13N2O and charge +1 at a distorted geometry, with properties calculated with the ωB97M-V functional and the def2-TZVPD basis.

```
21
Properties=species:S:1:pos:R:3:lowdin_charge:R:1
C -0.735 1.856 -0.366 -0.12
N 0.104 0.671 -0.258 -0.18
C 0.552 0.425 -1.663 -0.15
C 1.266 -0.864 -1.665 -0.22
O 0.965 -1.774 -0.967 0.02
C -0.907 -0.435 0.178 -0.22
C -0.801 -0.689 1.622 -0.07
N 0.834 -0.855 1.771 0.16
H -0.140 2.638 -0.820 0.09
H -1.088 2.264 0.624 0.11
H -1.654 1.725 -0.927 0.09
H 1.268 1.324 -2.005 0.18
H -0.267 0.519 -2.361 0.13
H 2.055 -1.049 -2.505 0.16
H -0.643 -1.466 -0.353 0.15
H -1.931 -0.157 -0.031 0.12
H -1.114 -1.748 1.985 0.16
H -1.224 0.173 2.237 0.14
H 1.201 -0.006 2.244 0.16
H 1.216 -0.927 0.784 0.12
H 1.041 -1.625 2.477 0.18
```

HOMO energy (eV): -13.71
ΔE to the lowest compared entry with this formula, charge and spin (eV): 3.587
Max |F| (eV/A): 4.4
SMILES: CN(CC=O)CC[NH3+]
Total charge: +1
E (Eh): -382.729827

---

Record 3
Below is a 2-piece molecular cluster, C4H10NO overall at a distorted geometry, with properties calculated with the ωB97M-V functional and the def2-TZVPD basis.

```
16
Properties=species:S:1:pos:R:3:lowdin_charge:R:1
C -0.877 -0.732 1.135 0.01
C 0.031 0.343 0.572 0.10
C -0.702 1.303 -0.342 -0.02
C -1.303 0.407 -1.438 -0.01
O -2.403 0.553 -1.901 0.46
N 2.603 -0.784 -0.035 0.19
H -0.427 -1.114 2.048 0.12
H -1.872 -0.350 1.406 0.15
H -1.089 -1.551 0.431 0.14
H 0.844 0.659 1.224 0.15
H -1.562 1.808 0.116 0.18
H -0.199 2.147 -0.844 0.18
H -0.667 -0.423 -1.801 0.22
H 3.431 -0.576 -0.586 0.09
H 2.171 -1.682 -0.197 0.07
H 2.022 -0.008 0.213 -0.03
```

HOMO energy (spin up / spin down) (eV): -18.63 / -18.61
Expectation value of S²: 0.759
ΔE to the lowest compared entry with this formula, charge and spin (eV): 5.032
Spin multiplicity: 2
Max |F| (eV/A): 3.5
Total charge: +2
E (Eh): -287.457194

---

Record 4
Below is a 2-piece molecular cluster, C2H4BrNO2 overall at a distorted geometry, with properties calculated with the ωB97M-V functional and the def2-TZVPD basis.

```
10
Properties=species:S:1:pos:R:3:lowdin_charge:R:1
C -0.861 0.423 -1.227 -0.70
C -0.297 -0.108 0.075 -0.75
N 0.617 -1.116 0.078 -0.02
O -1.735 1.340 -1.094 0.10
O -0.392 0.082 -2.270 0.13
Br -1.753 -0.769 1.148 0.72
H 0.019 1.474 0.827 0.21
H -2.080 1.631 -0.247 0.10
H 1.113 -1.074 0.948 0.08
H 1.200 -1.528 -0.665 0.13
```

HOMO energy (eV): -9.51
ΔE to the lowest compared entry with this formula, charge and spin (eV): 2.750
Max |F| (eV/A): 3.7
Total charge: 0
E (Eh): -2857.758801

---

Record 5
Below is a 2-piece molecular cluster, H5NOSi overall at a distorted geometry, with properties calculated with the ωB97M-V functional and the def2-TZVPD basis.

```
8
Properties=species:S:1:pos:R:3:lowdin_charge:R:1
N -2.615 0.359 0.463 -0.24
Si -1.546 -0.280 -0.648 0.64
H -3.565 0.068 0.471 -0.10
H -1.432 -1.017 -1.947 -0.11
H -0.227 0.006 -0.241 -0.15
O 2.774 0.060 0.700 -0.12
H 2.850 1.003 1.048 0.07
H 1.842 -0.044 0.340 0.01
```

HOMO energy (eV): -9.97
ΔE to the lowest compared entry with this formula, charge and spin (eV): 3.518
Max |F| (eV/A): 3.5
SMILES: N=[SiH2].O
Total charge: 0
E (Eh): -422.406937

---

Record 6
Below is a 6-piece molecular cluster, H14NO5 overall at a distorted geometry, with properties calculated with the ωB97M-V functional and the def2-TZVPD basis.

```
20
Properties=species:S:1:pos:R:3:lowdin_charge:R:1
N 0.767 -0.103 -0.213 0.27
H 1.408 -0.884 -0.078 0.14
H 1.063 0.262 -1.130 0.16
H 0.950 0.632 0.557 0.13
H -0.270 -0.250 -0.124 0.09
H -4.621 -2.260 0.549 0.10
H -4.332 -1.135 -0.565 0.15
O -3.958 -1.690 0.181 0.10
H 0.472 -2.978 -1.228 0.11
H -0.972 -2.620 -2.130 0.12
O -0.233 -2.329 -1.514 -0.01
H 3.059 3.024 -1.481 0.04
H 4.224 2.846 -0.552 0.12
O 3.364 2.386 -0.853 -0.07
H -1.688 -1.060 1.942 0.13
H -2.255 -1.098 0.580 0.04
O -1.637 -0.582 1.113 0.21
H 1.851 2.371 2.253 0.08
H 2.454 2.612 0.862 0.04
O 1.625 2.371 1.328 0.02
```

HOMO energy (spin up / spin down) (eV): -18.21 / -17.96
Expectation value of S²: 0.756
ΔE to the lowest compared entry with this formula, charge and spin (eV): 0.833
Spin multiplicity: 2
Max |F| (eV/A): 2.9
Total charge: +2
E (Eh): -438.570172

---

Record 7
Below is an isolated molecule of C11H22O3 at a distorted geometry, with properties calculated with the ωB97M-V functional and the def2-TZVPD basis.

```
36
Properties=species:S:1:pos:R:3:lowdin_charge:R:1
C 4.983 -1.807 0.823 -0.14
C 4.439 -0.329 0.525 -0.26
C 3.399 -0.225 -0.688 -0.22
C 1.882 0.114 -0.209 -0.21
C 1.248 1.062 -1.328 -0.23
C -0.085 1.822 -0.891 -0.22
C -1.333 0.873 -0.571 -0.18
C -2.258 1.622 0.538 -0.20
C -2.732 0.599 1.672 -0.17
C -3.800 -0.486 1.186 -0.17
O -4.478 -0.133 -0.058 -0.02
C -4.580 -1.244 -0.920 -0.48
O -4.325 -1.066 -2.124 0.08
O -4.936 -2.531 -0.491 0.08
H 4.846 -2.104 1.924 0.07
H 6.122 -1.817 0.660 0.07
H 4.555 -2.609 0.128 0.07
H 5.358 0.301 0.239 0.10
H 4.058 0.133 1.500 0.10
H 3.769 0.625 -1.360 0.10
H 3.353 -1.151 -1.348 0.11
H 1.345 -0.903 -0.195 0.11
H 1.850 0.536 0.844 0.11
H 1.155 0.460 -2.294 0.12
H 2.034 1.876 -1.543 0.11
H -0.400 2.476 -1.786 0.11
H 0.165 2.567 -0.058 0.11
H -1.974 0.855 -1.525 0.11
H -1.064 -0.181 -0.250 0.11
H -3.143 2.164 0.047 0.12
H -1.674 2.450 1.082 0.10
H -3.191 1.196 2.522 0.11
H -1.827 0.044 2.093 0.12
H -3.316 -1.520 1.145 0.13
H -4.610 -0.557 1.995 0.13
H -4.836 -3.112 -1.282 0.14
```

HOMO energy (eV): -10.28
ΔE to the lowest compared entry with this formula, charge and spin (eV): 2.552
Max |F| (eV/A): 3.8
SMILES: CCCCCCCCCCOC(=O)O
Total charge: 0
E (Eh): -657.960636

---

Record 8
Below is an isolated ion of composition C6H12BrN2OS and charge +1 at a distorted geometry, with properties calculated with the ωB97M-V functional and the def2-TZVPD basis.

```
23
Properties=species:S:1:pos:R:3:lowdin_charge:R:1
C -1.776 0.780 0.227 -0.16
C -2.882 0.041 0.149 -0.81
C -1.002 -1.283 1.109 -0.23
C 2.215 0.902 -1.664 0.02
C 0.569 0.752 1.044 -0.11
C 1.972 0.089 0.677 -0.21
N -1.598 -2.033 -1.280 -0.34
N -0.539 -0.008 0.452 -0.18
O 1.849 -0.166 -0.665 -0.26
S -2.359 -1.884 0.043 0.99
Br -4.500 0.781 -0.321 0.83
H -1.486 1.848 0.053 0.15
H -0.067 -1.811 1.084 0.12
H -1.307 -0.935 2.010 0.08
H 1.661 1.864 -1.264 0.12
H 1.941 0.422 -2.661 0.12
H 3.330 0.906 -1.554 0.10
H 0.765 1.760 0.621 0.13
H 0.506 0.825 2.055 0.10
H 2.755 0.926 1.095 0.19
H 2.101 -0.727 1.317 0.10
H -2.081 -2.584 -2.006 0.03
H -0.068 -0.467 -0.521 0.22
```

HOMO energy (eV): -13.07
ΔE to the lowest compared entry with this formula, charge and spin (eV): 3.258
Max |F| (eV/A): 4.7
Total charge: +1
E (Eh): -3392.330940

---

Record 9
Below is an isolated molecule of C11H16Si at a distorted geometry, with properties calculated with the ωB97M-V functional and the def2-TZVPD basis.

```
28
Properties=species:S:1:pos:R:3:lowdin_charge:R:1
C 3.070 0.263 0.364 -0.13
C 2.400 1.179 -0.389 -0.14
C -1.918 -0.682 -0.312 -0.40
C -2.233 0.603 0.226 -0.20
C -2.194 -1.883 0.306 0.06
C -3.368 0.966 0.799 -0.05
C 2.427 -0.942 0.830 -0.22
C -0.873 -0.695 -1.371 -0.15
C 0.924 -1.012 0.472 -0.19
C 1.048 0.963 -0.942 -0.40
C 0.654 -0.530 -0.939 -0.29
Si -0.111 2.170 0.095 0.91
H 4.017 0.282 0.890 0.10
H 2.812 2.149 -0.753 0.12
H -1.948 -2.826 0.065 0.01
H -2.982 -2.028 1.167 0.10
H -3.699 2.006 0.990 0.05
H -4.290 0.376 0.970 0.06
H 3.032 -1.926 0.674 0.14
H 2.367 -0.813 2.014 0.15
H -0.950 -1.684 -2.000 0.15
H -1.181 0.078 -2.095 0.11
H 0.615 -2.061 0.674 0.12
H 0.244 -0.462 1.135 0.10
H 1.034 1.342 -1.867 0.06
H 1.195 -1.087 -1.658 0.13
H -0.259 3.404 -0.667 -0.09
H 0.168 2.848 1.322 -0.10
```

HOMO energy (eV): -8.22
ΔE to the lowest compared entry with this formula, charge and spin (eV): 6.162
Max |F| (eV/A): 5.8
Total charge: 0
E (Eh): -718.021881

---

Record 10
Below is C5H73I3NO35P as an isolated structure at a distorted geometry, with properties calculated with the ωB97M-V functional and the def2-TZVPD basis.

```
118
Properties=species:S:1:pos:R:3:lowdin_charge:R:1
C 1.138 -0.511 0.696 -0.17
C 0.033 0.347 0.165 -0.72
I 0.647 2.350 -0.159 1.09
C -1.207 -0.088 -0.068 -0.70
I -2.674 1.196 -0.855 1.04
C -1.632 -1.527 0.226 -0.49
O -1.194 -1.967 1.518 -0.11
C -0.908 -3.267 1.684 -0.92
O -1.332 -3.889 2.589 0.06
I 0.391 -4.245 0.315 1.09
P -3.475 -1.783 0.286 0.75
N -4.258 -0.918 1.358 -0.29
H 1.010 -0.549 1.775 0.07
H 2.118 -0.127 0.467 0.02
H 1.022 -1.521 0.329 0.00
H -1.293 -2.161 -0.597 0.08
H -3.597 -3.153 0.538 0.03
H -3.948 -1.575 -0.999 -0.03
H -3.595 -0.318 1.844 -0.05
O 3.727 1.397 -1.893 -0.08
H 4.130 2.273 -1.834 0.06
H 2.849 1.497 -1.506 -0.05
O -0.019 2.384 -3.713 -0.08
H 0.039 2.414 -2.750 -0.10
H -0.773 2.937 -3.940 0.05
O -3.749 2.099 2.997 -0.06
H -4.092 1.600 2.249 -0.01
H -4.523 2.301 3.536 0.01
O 4.067 -0.380 1.554 -0.06
H 4.549 -0.733 0.797 0.01
H 4.770 -0.097 2.149 0.02
O 0.449 -0.244 -5.115 -0.05
H 1.332 -0.415 -4.768 0.07
H 0.350 0.717 -5.038 0.03
O 4.515 3.310 -3.970 -0.07
H 4.155 3.704 -4.772 0.03
H 4.134 2.422 -3.956 0.00
O 1.832 -0.283 -7.835 -0.06
H 1.456 0.576 -8.064 0.02
H 1.380 -0.547 -7.024 0.01
O 6.296 -1.108 3.425 -0.04
H 6.925 -1.830 3.568 0.06
H 5.785 -1.080 4.243 0.08
O -4.376 -1.463 4.266 -0.07
H -3.524 -1.762 4.597 0.03
H -4.297 -1.455 3.297 -0.02
O 5.011 -3.826 2.796 -0.06
H 5.255 -2.892 2.761 0.01
H 4.121 -3.822 3.179 0.02
O -1.385 -2.443 -5.974 -0.06
H -0.728 -1.847 -5.597 -0.01
H -1.965 -1.843 -6.460 0.03
O 2.310 -4.827 3.399 -0.08
H 1.879 -4.562 2.577 -0.07
H 2.034 -5.737 3.551 0.04
O -7.373 -1.171 3.624 -0.05
H -6.521 -1.480 3.963 0.01
H -7.239 -1.172 2.669 0.04
O 2.958 -1.311 -1.594 -0.05
H 3.350 -0.576 -2.084 0.00
H 3.725 -1.854 -1.379 0.05
O 9.015 -0.258 2.230 -0.06
H 9.261 0.670 2.189 0.03
H 8.129 -0.252 2.611 -0.01
O 5.880 4.846 -6.160 -0.06
H 5.880 5.284 -5.303 0.04
H 6.563 4.174 -6.076 0.04
O 2.966 2.246 -8.094 -0.07
H 3.318 1.385 -7.829 0.00
H 3.405 2.452 -8.925 0.05
O 6.087 -0.179 -0.447 -0.04
H 6.863 -0.413 -0.964 0.05
H 5.533 0.355 -1.028 0.01
O -1.349 0.319 -7.511 -0.05
H -0.815 -0.104 -8.192 0.04
H -0.739 0.462 -6.777 0.00
O 0.317 0.765 3.477 -0.05
H 0.477 0.804 4.426 0.06
H -0.493 1.275 3.359 0.04
O -6.434 2.758 4.663 -0.05
H -7.135 3.412 4.599 0.04
H -6.430 2.499 5.590 0.05
O -5.586 3.185 -0.455 -0.07
H -4.973 2.459 -0.296 -0.09
H -6.093 3.261 0.360 0.05
O -3.486 -2.897 -3.410 -0.07
H -2.696 -2.891 -3.974 0.01
H -4.209 -2.708 -4.013 0.03
O 3.932 1.148 -5.936 -0.05
H 4.384 1.918 -6.300 0.04
H 4.625 0.487 -5.840 0.07
O -3.686 -3.947 5.991 -0.05
H -2.875 -3.962 5.474 0.02
H -4.378 -3.756 5.347 0.03
O 3.080 2.182 2.825 -0.08
H 2.733 2.552 2.008 -0.04
H 2.737 1.281 2.808 0.00
O -2.019 4.134 4.769 -0.06
H -2.374 3.629 4.027 0.00
H -2.794 4.352 5.295 0.03
O 7.366 -4.773 4.218 -0.07
H 8.077 -4.885 3.581 0.03
H 6.609 -4.458 3.700 -0.02
O -9.118 1.155 4.261 -0.08
H -8.398 0.517 4.389 0.00
H -9.163 1.284 3.311 0.02
O -3.973 5.933 -0.869 -0.05
H -4.442 6.167 -1.675 0.05
H -4.151 4.991 -0.753 0.01
O 0.838 -6.135 5.584 -0.05
H 0.935 -5.632 6.397 0.04
H 0.179 -5.647 5.080 0.03
O -4.476 7.636 1.564 -0.07
H -3.700 7.920 2.055 0.03
H -4.132 7.310 0.721 -0.01
O -6.042 -3.211 -0.713 -0.08
H -6.436 -3.046 -1.575 0.04
H -6.129 -4.161 -0.588 0.05
```

HOMO energy (eV): -9.53
Max |F| (eV/A): 1.4
Total charge: 0
E (Eh): -4156.825100

---

Record 11
Below is a 2-piece molecular cluster, Cl2HISi overall, with properties calculated with the ωB97M-V functional and the def2-TZVPD basis.

```
5
Properties=species:S:1:pos:R:3:lowdin_charge:R:1
Si 3.783 -0.408 -0.810 -0.18
Cl 2.762 -2.129 -0.298 0.00
Cl -1.006 -0.947 -1.682 0.27
I 3.280 0.985 1.163 0.19
H -2.170 -0.467 -1.661 -0.27
```

HOMO energy (eV): -9.31
ΔE to the lowest compared entry with this formula, charge and spin (eV): 1.482
Max |F| (eV/A): 0.7
Total charge: 0
E (Eh): -1508.221411

---

Record 12
Below is C21H23BrCoN3 as an isolated structure, with properties calculated with the ωB97M-V functional and the def2-TZVPD basis.

```
49
Properties=species:S:1:pos:R:3:lowdin_charge:R:1
Co 0.146 0.257 0.603 0.56
N 0.828 0.596 2.639 -0.01
C 0.706 2.039 2.948 -0.22
C 1.065 2.863 1.727 -0.22
N 0.237 2.432 0.576 0.00
H 0.251 0.046 3.266 0.10
H 1.781 0.280 2.789 0.10
H 1.335 2.330 3.788 0.12
H -0.330 2.239 3.221 0.11
H 2.114 2.710 1.467 0.11
H 0.925 3.921 1.950 0.12
H 0.543 2.905 -0.268 0.10
H -0.731 2.716 0.716 0.10
Br 1.189 -2.534 0.951 0.89
C 2.491 -1.384 0.235 -0.72
C 3.833 -1.717 0.263 -0.08
C 4.726 -0.803 -0.266 -0.03
C 4.249 0.375 -0.826 -0.03
C 2.892 0.612 -0.808 -0.11
N 2.013 -0.245 -0.263 -0.04
H 4.155 -2.659 0.682 0.12
H 5.788 -1.013 -0.249 0.13
H 4.918 1.100 -1.268 0.12
H 2.471 1.505 -1.254 0.12
C -6.188 2.606 0.534 -0.08
C -5.470 2.903 1.681 -0.08
C -4.302 2.207 1.964 -0.06
C -3.833 1.211 1.111 -0.22
C -4.576 0.907 -0.032 -0.02
C -5.742 1.599 -0.315 -0.07
C -2.529 0.566 1.417 -0.10
C -1.770 -0.224 0.648 -0.19
C -2.075 -1.001 -0.572 -0.31
C -1.459 -0.703 -1.789 -0.08
C -1.571 -1.552 -2.884 -0.08
C -2.317 -2.715 -2.787 -0.09
C -2.973 -2.999 -1.596 -0.07
C -2.852 -2.158 -0.500 -0.05
H -7.090 3.155 0.299 0.11
H -5.822 3.669 2.360 0.10
H -3.745 2.437 2.867 0.10
H -4.241 0.125 -0.698 0.10
H -6.311 1.349 -1.201 0.11
H -2.131 0.853 2.395 0.08
H -0.941 0.247 -1.907 0.10
H -1.079 -1.298 -3.816 0.11
H -2.397 -3.387 -3.631 0.10
H -3.589 -3.887 -1.519 0.11
H -3.344 -2.400 0.434 0.12
```

HOMO energy (spin up / spin down) (eV): -9.85 / -10.06
Expectation value of S²: 3.763
ΔE to the lowest compared entry with this formula, charge and spin (eV): 0.724
Spin multiplicity: 4
Max |F| (eV/A): 0.8
Total charge: +1
E (Eh): -4934.846464